Computed, not measured: a structure of composition C27H54F6Li2N3O39S6, with the ωB97M-V functional and the def2-TZVPD basis.

- LUMO level: 1.62 eV
- Total charge: -1
- Total energy: -7163.4927 a.u.
- HOMO-LUMO gap: 8.7122 eV

Geometry (Å):
Li (0.350943, -0.811897, 2.730736)
Li (2.392795, -1.729624, 1.309876)
N (4.159887, -4.541421, -1.962354)
S (3.149099, -4.474317, -0.687076)
O (2.011215, -5.333121, -0.718427)
O (3.077459, -3.182309, -0.063578)
F (4.063848, -5.291603, 0.322846)
S (3.404214, -3.559777, -2.982575)
O (3.935483, -2.232009, -2.983440)
O (2.011222, -3.764340, -3.183916)
F (3.979462, -4.232474, -4.328412)
N (0.618969, -0.850760, 0.858863)
S (0.895289, 0.579771, -0.003569)
O (-0.183650, 1.490162, 0.002184)
O (1.750823, 0.476970, -1.108067)
F (1.833625, 1.167290, 1.150327)
S (-0.113616, -1.620460, -0.305088)
O (0.760853, -2.148810, -1.270842)
O (-1.366530, -1.094719, -0.722257)
F (-0.420241, -2.912956, 0.584734)
N (2.002249, -2.003588, 3.235913)
S (2.637275, -1.094538, 4.485969)
O (3.934447, -1.447929, 4.921500)
O (1.640768, -0.601349, 5.368054)
F (2.881450, 0.173252, 3.542915)
S (2.345852, -3.474994, 3.778698)
O (1.815916, -3.725686, 5.077334)
O (3.591892, -3.999564, 3.376145)
F (1.347552, -4.214411, 2.787103)
C (-1.011874, -5.981135, 0.763969)
O (-1.539942, -7.113231, 1.485754)
C (-0.786161, -7.593541, 2.473020)
O (0.290509, -7.183242, 2.799277)
O (-1.410247, -8.680975, 2.950754)
C (-0.697406, -9.371507, 3.963727)
H (-0.225383, -6.231464, 0.057500)
H (-0.601535, -5.305177, 1.512580)
H (-1.882842, -5.540893, 0.288746)
H (-0.930935, -8.942800, 4.933114)
H (0.365210, -9.483861, 3.744172)
H (-0.988281, -10.425279, 3.921379)
C (0.585447, 3.729108, -3.068798)
O (1.649395, 3.621391, -3.986012)
C (2.799373, 4.219726, -3.757478)
O (3.011288, 5.256404, -3.181721)
O (3.740422, 3.608204, -4.494336)
C (4.923021, 4.316218, -4.803500)
H (0.131324, 4.696523, -2.873459)
H (0.892554, 3.285892, -2.113668)
H (-0.191261, 2.998304, -3.296909)
H (5.749491, 3.604472, -4.727956)
H (5.127205, 5.130621, -4.115504)
H (4.939461, 4.627049, -5.849011)
C (-1.262983, -1.278323, 6.234930)
O (-2.294583, -1.941471, 5.508374)
C (-2.210221, -1.927538, 4.199375)
O (-1.293000, -1.465862, 3.550613)
O (-3.297843, -2.459049, 3.676111)
C (-3.264855, -2.722562, 2.267595)
H (-0.480542, -2.026161, 6.406135)
H (-1.549668, -0.931597, 7.222170)
H (-0.754940, -0.488307, 5.687328)
H (-4.109615, -3.385365, 2.100314)
H (-2.381925, -3.303842, 1.998303)
H (-3.298118, -1.822658, 1.658244)
C (2.078877, 3.467771, 3.759088)
O (0.724601, 3.648683, 3.345038)
C (-0.060724, 2.589338, 3.295697)
O (0.252890, 1.477005, 3.630485)
O (-1.242928, 2.960288, 2.820892)
C (-2.259536, 1.978064, 2.734675)
H (2.153416, 3.091821, 4.777207)
H (2.553438, 4.425015, 3.573519)
H (2.573920, 2.726507, 3.126177)
H (-2.688040, 1.832400, 3.725146)
H (-1.878562, 1.030689, 2.342307)
H (-3.023878, 2.227694, 2.002304)
C (-7.975383, 2.649796, -1.812721)
O (-6.768811, 1.961693, -1.536944)
C (-5.612488, 2.617505, -1.700705)
O (-5.422718, 3.500411, -2.490058)
O (-4.715158, 2.053974, -0.905701)
C (-3.353016, 2.462674, -1.130159)
H (-7.798257, 3.643594, -2.217028)
H (-8.566403, 2.688636, -0.900357)
H (-8.521361, 2.063594, -2.551408)
H (-2.758903, 1.649237, -0.715799)
H (-3.080739, 3.382358, -0.617544)
H (-3.178253, 2.484663, -2.201547)
C (2.228028, 0.417043, -4.462945)
O (0.968046, 0.527373, -3.808465)
C (-0.125908, 0.345842, -4.520661)
O (-0.223947, 0.211790, -5.710418)
O (-1.181910, 0.446646, -3.689681)
C (-2.435748, 0.558902, -4.293703)
H (2.856097, 1.244556, -4.143461)
H (2.211729, 0.411689, -5.549742)
H (2.700396, -0.502125, -4.115509)
H (-3.142162, 0.839083, -3.509609)
H (-2.899529, -0.339812, -4.705861)
H (-2.558738, 1.337981, -5.051643)
C (-4.294938, -2.291778, -1.539867)
O (-4.474706, -1.145892, -2.381942)
C (-5.645992, -1.028274, -2.983256)
O (-6.610581, -1.726880, -2.876467)
O (-5.581189, 0.095069, -3.720274)
C (-6.726591, 0.483590, -4.446540)
H (-4.806945, -2.038048, -0.608053)
H (-3.237241, -2.428446, -1.354542)
H (-4.733808, -3.212579, -1.917818)
H (-6.503507, 0.423445, -5.514170)
H (-6.963909, 1.533985, -4.275979)
H (-7.575313, -0.149196, -4.199738)
C (2.772639, 4.507101, 0.181661)
O (2.697972, 5.801153, 0.745830)
C (1.801666, 6.706386, 0.355645)
O (1.867105, 7.847842, 0.721729)
O (0.894275, 6.209655, -0.480129)
C (-0.225484, 7.010735, -0.779449)
H (1.781620, 4.214851, -0.169895)
H (2.852512, 3.795786, 1.009754)
H (3.550629, 4.293814, -0.542186)
H (0.033987, 7.872841, -1.390309)
H (-0.618014, 7.429461, 0.156032)
H (-1.056158, 6.426173, -1.161583)
C (6.306112, -0.911120, 3.067567)
O (6.321585, 0.103624, 2.039855)
C (5.271714, 0.160207, 1.229410)
O (4.341037, -0.610425, 1.225593)
O (5.574540, 1.091347, 0.336350)
C (4.685685, 1.390567, -0.735258)
H (5.778940, -1.808766, 2.758070)
H (5.705668, -0.446277, 3.844694)
H (7.318742, -1.069638, 3.411086)
H (4.783926, 0.567225, -1.448346)
H (4.990224, 2.295501, -1.253686)
H (3.646417, 1.461766, -0.443341)

Cartesian forces, eV/Å:
Li -0.68 0.16 1.14
Li 1.33 -0.40 -0.83
N -2.31 0.94 1.18
S 1.67 -2.53 1.34
O -0.43 0.75 -0.40
O -0.48 0.62 0.24
F 0.38 0.36 -0.22
S 1.17 -0.42 -2.69
O -0.09 0.00 0.05
O -0.37 0.21 0.60
F 0.40 0.38 0.37
N 0.30 2.95 -1.92
S 1.49 1.61 3.00
O -0.96 0.10 -0.12
O 0.24 -0.49 -0.84
F 0.04 -0.01 0.02
S -1.24 -4.77 -0.91
O 0.30 0.42 -0.66
O -0.29 0.46 0.54
F -0.50 0.37 0.18
N 1.26 0.79 2.41
S -0.53 2.60 -1.86
O -0.02 -0.61 0.43
O -0.05 -0.55 0.38
F 0.12 -0.05 0.16
S -1.81 -3.34 -1.59
O 0.27 0.43 0.25
O 0.79 0.44 0.26
F -0.06 0.32 0.22
C -0.07 0.26 0.93
O -0.20 -0.21 -0.17
C 0.14 -0.16 -1.01
O 0.02 0.08 0.41
O 0.07 0.03 0.04
C 0.24 -1.19 -0.16
H -0.07 -0.24 -0.01
H 0.10 0.21 -0.25
H 0.11 0.03 -0.20
H 0.34 0.00 0.11
H 0.09 0.92 0.18
H -0.73 0.26 0.13
C -0.59 -1.19 1.89
O -0.26 -0.54 -0.29
C 0.79 1.54 -1.23
O -0.55 -0.28 0.84
O -0.55 -0.66 -0.10
C 1.13 -0.38 0.04
H 0.47 0.35 -0.49
H 0.33 0.52 0.11
H 0.07 0.25 -0.93
H -0.14 -0.05 0.18
H -0.27 0.15 -0.08
H -0.46 0.28 0.10
C 1.98 -0.65 0.18
O -0.72 0.43 0.32
C 0.02 0.28 -0.21
O 0.35 0.05 -0.23
O 0.03 -0.09 0.15
C 0.17 -0.78 -0.21
H -0.02 0.10 -0.01
H -0.87 -0.05 -0.23
H -0.47 0.13 -0.22
H -0.22 0.33 -0.11
H 0.14 0.24 0.14
H -0.11 0.11 0.15
C 0.35 -0.66 -0.55
O -0.29 0.45 -0.10
C -0.04 0.10 -0.17
O 0.03 -0.88 0.00
O -0.09 0.64 -0.39
C -0.02 -1.20 -0.12
H -0.12 0.33 0.14
H 0.00 0.09 0.39
H -0.16 -0.01 -0.01
H -0.14 -0.11 -0.07
H 0.27 0.03 0.37
H 0.10 0.82 0.19
C -0.34 -0.10 -0.49
O 0.15 -0.06 0.69
C -0.13 -0.49 -0.30
O 0.03 0.45 0.00
O 0.11 0.28 0.17
C 0.25 -1.00 -0.02
H 0.11 0.03 0.07
H 0.06 0.09 0.07
H -0.07 0.05 0.00
H 0.05 0.06 0.00
H -0.33 0.20 -0.15
H 0.15 0.41 0.04
C 1.08 -0.48 0.15
O -0.23 0.04 -0.07
C -0.40 0.49 -0.27
O 0.15 -0.21 -0.18
O 0.66 -0.04 0.13
C -2.22 0.43 0.01
H -0.22 0.13 0.09
H -0.60 0.07 0.01
H -0.09 -0.04 -0.02
H 0.33 -0.08 0.15
H 0.78 -0.36 -0.04
H 0.76 0.00 -0.07
C -0.58 0.16 0.79
O 0.46 -0.55 -0.35
C -0.04 0.92 -0.03
O -0.23 -0.59 0.10
O 0.44 0.17 0.16
C -0.43 0.10 -0.69
H 0.14 -0.28 0.13
H 0.09 0.26 -0.20
H -0.07 0.20 -0.40
H 0.00 -0.30 0.04
H 0.20 -0.06 0.44
H -0.02 0.01 -0.01
C -1.74 -1.63 0.87
O 0.77 0.31 -0.01
C 0.40 0.42 -0.31
O -0.30 -0.13 0.12
O -0.19 -0.92 -0.30
C -0.64 1.25 1.22
H 0.23 0.18 -0.68
H 0.66 0.27 0.14
H 0.11 0.74 -0.14
H 0.05 -0.24 -0.34
H 0.16 0.04 -0.05
H 0.47 -0.38 -0.50
C -1.14 0.94 0.28
O 0.28 -0.32 0.04
C 1.11 -0.79 -0.69
O -0.73 0.35 0.06
O -0.20 1.06 0.29
C -0.19 -1.13 -0.79
H 0.29 -0.13 -0.22
H 0.23 -0.40 0.44
H 0.14 -0.05 -0.24
H -0.32 0.06 -0.08
H 0.35 0.15 0.45
H 0.07 0.03 0.29



Computed, not measured: a cluster of 3 separate species, C27H54FN5O8 in total, with the ωB97M-V functional and the def2-TZVPD basis.

- LUMO level: 0.27 eV
- Total energy: -2036.6661 a.u.
- HOMO-LUMO gap: 9.6341 eV

Geometry (Å):
C (-0.301318, 7.728386, 4.244942)
C (-0.161795, 6.679033, 5.054297)
C (-1.395785, 6.184068, 5.804498)
O (-2.463241, 6.604912, 5.502305)
O (-1.134355, 5.261589, 6.745565)
C (-2.265102, 4.920842, 7.566214)
C (-2.975387, 3.602368, 7.113593)
C (-3.239125, 3.520437, 5.586029)
C (-2.010992, 3.140191, 4.705561)
C (-0.985916, 2.182410, 5.368125)
C (0.260372, 2.052082, 4.421376)
C (0.512242, 0.619962, 3.861484)
C (1.771915, 0.126140, 4.647169)
C (2.020692, -1.384060, 4.601045)
O (1.610242, -2.102746, 5.394617)
F (2.766732, -1.929135, 3.597011)
O (-0.466323, -0.399175, 4.126502)
C (-0.731866, -1.189639, 3.024155)
O (-1.626897, -1.884167, 2.863067)
O (0.322493, -0.923364, 2.165019)
C (0.550824, 0.523217, 2.301601)
C (1.943484, 0.666039, 1.599652)
C (2.057249, -0.280047, 0.350357)
C (3.046609, 0.388259, -0.661849)
C (-0.704706, 1.103732, 1.546071)
C (-0.461798, 2.353549, 0.651227)
N (0.188319, 2.061814, -0.616530)
N (-1.833380, 2.903602, 0.305673)
N (0.252563, 3.453688, 1.310126)
H (0.495079, 8.465790, 4.098182)
H (-1.243673, 7.801457, 3.683829)
H (0.799930, 6.154264, 5.148315)
H (-1.847066, 4.687957, 8.566599)
H (-2.975081, 5.744573, 7.730159)
H (-3.970864, 3.643817, 7.603218)
H (-2.465658, 2.717612, 7.529280)
H (-4.011758, 2.737251, 5.436178)
H (-3.717764, 4.457710, 5.250255)
H (-1.499744, 4.028126, 4.289708)
H (-2.418451, 2.597391, 3.822044)
H (-0.619780, 2.676170, 6.290639)
H (-1.419755, 1.222080, 5.687994)
H (0.173140, 2.822407, 3.638532)
H (1.155353, 2.324387, 5.009625)
H (2.689274, 0.621121, 4.269857)
H (1.717777, 0.394601, 5.714330)
H (2.773011, 0.368590, 2.263723)
H (2.146657, 1.707025, 1.299331)
H (1.092666, -0.332505, -0.181127)
H (2.423617, -1.279687, 0.621072)
H (2.760589, 1.434357, -0.866788)
H (4.041962, 0.445991, -0.172181)
H (3.119750, -0.165351, -1.611851)
H (-1.099179, 0.314594, 0.878689)
H (-1.470391, 1.296901, 2.320910)
H (0.142335, 2.939011, -1.137654)
H (-0.351767, 1.380264, -1.153617)
H (-2.276892, 2.153187, -0.232726)
H (-2.385146, 2.920982, 1.170913)
H (-0.435918, 4.180966, 1.497028)
H (0.938268, 3.882465, 0.694420)
C (-0.047379, -2.864467, -5.429888)
O (-0.111846, -1.467090, -5.670603)
C (-1.343938, -0.859941, -5.324906)
C (-1.465703, -0.474236, -3.841041)
C (-1.761602, -1.658671, -2.926239)
N (-0.260711, 0.210253, -3.357148)
H (-1.005481, -3.358927, -5.613676)
H (0.292408, -3.059202, -4.410733)
H (0.693848, -3.286900, -6.106978)
H (-1.390214, 0.060316, -5.915453)
H (-2.188433, -1.481363, -5.648737)
H (-2.309081, 0.218668, -3.754133)
H (-0.891608, -2.299080, -2.779151)
H (-2.068885, -1.307303, -1.939209)
H (-2.572803, -2.270399, -3.327206)
H (-0.114912, 1.048293, -3.915828)
H (0.537274, -0.376638, -3.593177)
C (0.239716, -5.490776, -7.920623)
O (0.890945, -5.844649, -6.711269)
C (1.170692, -7.229267, -6.576502)
C (2.473008, -7.684238, -7.258210)
C (2.348225, -7.830061, -8.771257)
N (3.589183, -6.781400, -6.958750)
H (-0.462711, -6.260354, -8.251857)
H (0.975848, -5.287110, -8.701002)
H (-0.316618, -4.569605, -7.744715)
H (1.278473, -7.399889, -5.501246)
H (0.313702, -7.831459, -6.903539)
H (2.719122, -8.672798, -6.858167)
H (2.315002, -6.866794, -9.281294)
H (3.206829, -8.372344, -9.169836)
H (1.448731, -8.390051, -9.038420)
H (3.727621, -6.753298, -5.951409)
H (3.285027, -5.836712, -7.185588)

Cartesian forces, eV/Å:
C -0.24 -0.03 -0.48
C 0.24 -0.88 0.66
C 1.99 -0.63 -1.89
O -1.73 0.39 0.37
O -0.36 0.67 0.05
C -0.22 -1.63 1.33
C -0.54 1.14 -0.16
C -0.12 -0.63 0.20
C -0.66 -0.65 -0.19
C 0.58 1.18 0.10
C -0.84 -0.30 0.64
C 0.92 -0.05 -0.18
C 1.59 -0.20 -1.25
C 0.60 1.92 -1.70
O -1.36 -2.43 2.73
F 0.11 1.00 -0.27
O -1.95 0.39 0.63
C 4.77 3.54 0.44
O -2.74 -2.46 -0.24
O -1.36 -0.71 0.45
C 1.35 -1.44 -1.01
C -0.19 -0.23 -0.30
C 0.27 1.59 -0.94
C 0.30 -0.09 0.85
C 1.36 0.57 0.24
C -1.41 0.96 -0.43
N -0.10 0.04 0.51
N 0.08 -0.80 0.43
N -0.19 -0.09 0.30
H 0.02 -0.83 -0.78
H 0.03 0.95 1.04
H -0.22 0.79 1.01
H 0.04 0.35 -0.53
H 0.39 -0.13 -0.68
H 0.49 -0.12 -0.14
H -0.09 0.36 -0.40
H 0.43 0.29 0.12
H 0.40 -0.34 0.09
H -0.10 -0.32 0.40
H 0.21 0.40 0.31
H -0.23 -0.29 -0.39
H 0.10 0.30 -0.42
H 0.12 -0.65 -0.01
H -0.37 -0.11 -0.38
H -0.57 -0.01 0.10
H -0.43 -0.30 -0.47
H -0.55 0.16 0.00
H -0.31 -0.42 0.13
H 0.31 -0.31 0.45
H -0.37 0.32 0.01
H -0.14 -0.56 -0.02
H -0.30 -0.17 -0.49
H 0.06 0.16 0.40
H 0.27 0.27 0.39
H 0.23 0.19 -0.52
H 0.02 -0.29 -0.04
H 0.35 -0.03 0.00
H -0.08 0.36 -0.02
H 0.08 0.22 -0.23
H 0.22 -0.10 0.04
H -0.07 -0.32 -0.01
C 0.38 0.12 0.00
O -0.32 -0.11 -0.03
C 0.02 0.33 -0.10
C 0.15 -0.37 0.06
C -0.15 -0.01 0.12
N -0.09 0.17 -0.16
H -0.04 0.04 0.08
H -0.15 -0.18 0.03
H -0.02 0.06 0.01
H 0.08 -0.02 0.00
H 0.02 -0.09 0.10
H 0.04 0.04 -0.11
H 0.02 0.04 -0.06
H 0.05 0.01 -0.03
H 0.04 0.00 0.00
H -0.03 0.03 0.09
H -0.03 -0.01 0.15
C 0.18 0.27 0.09
O -0.26 -0.20 -0.16
C 0.16 -0.14 0.34
C -0.08 0.30 -0.27
C 0.01 -0.19 -0.12
N -0.15 0.00 0.23
H 0.08 -0.07 0.00
H -0.13 -0.09 -0.16
H 0.00 -0.05 0.05
H 0.01 0.09 -0.01
H 0.01 0.04 -0.13
H -0.04 0.05 0.10
H -0.01 0.02 0.08
H 0.01 0.05 0.06
H 0.00 0.04 0.00
H 0.12 -0.08 -0.05
H 0.08 -0.06 -0.09



Which of these has the highest LUMO level? C27H54F6Li2N3O39S6